(1)
Density functional theory data (the ωB97M-V functional and the def2-TZVPD basis) for a cluster of 9 separate species, C96H204F12O8P5 in total.

Values from the calculation:
Orbital gap in eV: 3.73
Charge: +1

Atoms and positions in Å:
P 3.5298 -2.7250 -3.6357
P -7.1118 1.6032 1.7420
P -1.5262 5.2184 -0.5177
P -1.6732 -3.9421 6.1608
P 8.0155 0.0837 0.3531
F 5.7453 -3.3476 2.4889
F 5.0729 -5.4423 2.1456
F -2.5068 -1.3648 -0.4655
F -4.1468 -0.5918 -7.9078
F -7.6640 -1.1675 -1.4229
F 6.9907 -4.7803 1.4910
F -7.9492 -2.8875 -2.5083
F -3.2700 0.2848 -1.5286
F -3.4328 -2.6329 -7.5314
F -3.5365 -1.9949 -9.5325
F -9.6072 -1.7349 -1.7014
F -1.2050 0.0951 -1.3188
O 5.2991 -2.8225 -0.6057
O -7.2269 -0.0719 -4.0538
O 3.6083 -4.0721 0.2675
O -1.0552 0.8215 1.4104
O -1.3407 -0.7558 -7.0213
O -0.8198 -1.3031 -9.2273
O -2.7463 2.1710 0.5323
O -9.2750 -0.8317 -4.7340
C 5.6984 -4.3926 1.5609
C 10.7223 0.1750 -0.5320
C -1.8446 -1.1743 5.5965
C 12.0200 0.8873 -0.7245
C 8.3956 1.1445 -4.1538
C -2.2835 0.8529 0.6349
C -5.5728 -2.8303 0.0728
C 5.1469 -3.5321 -3.8629
C -2.1156 -4.4513 0.7826
C -5.1757 2.5042 3.6710
C -2.6275 -4.3618 4.6832
C 0.7400 -3.3761 -3.1211
C 1.5194 3.9810 1.9836
C 9.6688 -2.6686 3.1156
C 3.8402 -1.3160 -7.7735
C -6.1814 -0.9492 -4.4438
C 13.1013 0.2238 -1.5725
C -2.5794 0.1126 5.9340
C -0.1292 4.2092 0.0646
C 5.0157 -4.0079 0.1629
C -8.4444 -1.6228 -2.3549
C 8.3796 -1.4831 1.1762
C -6.5405 2.5639 -0.8973
C -1.4790 3.2431 -4.3139
C 1.0733 -3.7329 7.1043
C 5.5882 0.4308 1.4756
C -6.2654 0.1739 1.1087
C -5.4037 -2.3012 1.5176
C -4.0397 7.6562 0.8703
C -5.9249 3.7480 -1.6883
C -1.0159 0.3891 -6.2644
C -1.0364 4.1577 -3.1033
C -6.4415 -1.2362 1.8189
C -1.6922 -3.7624 -3.5323
C -11.8664 0.4859 -0.5256
C 3.0544 -2.2373 -5.3545
C -2.6152 -4.9336 2.1644
C -5.1584 4.1080 3.7642
C -0.7094 -0.4401 1.9145
C 2.2165 -3.9008 -3.0383
C 10.8943 -3.1054 2.2964
C 8.9735 -1.3367 2.6370
C 2.9617 -3.4204 1.2925
C -1.8976 -4.1645 3.3706
C -2.5058 3.8251 -5.3153
C 2.5822 -3.5926 6.7980
C 3.0519 -2.4164 5.7964
C -1.8291 1.3278 5.3839
C -6.6195 1.9469 3.5074
C 7.7254 -5.1579 -4.2735
C -1.0797 9.0938 -2.2460
C 7.0449 1.4166 -1.9916
C -3.9710 -6.1494 8.9660
C -5.8565 3.4662 -3.1605
C 7.4422 -0.0055 -1.4741
C -3.5219 -6.1881 10.4711
C 0.2514 4.6281 1.4765
C 9.6530 0.8917 0.1942
C -8.4696 -0.6287 -3.6027
C -9.5059 0.5803 0.5629
C 5.1290 0.5692 4.0570
C -2.7943 5.4797 0.7761
C 6.7520 -4.6459 -5.4236
C -0.3505 -4.4263 -3.1767
C -4.9845 -0.1640 -4.7062
C 3.6254 -1.1748 -2.6841
C -0.7853 6.8508 -0.8125
C -2.0250 -5.0096 7.6613
C 1.6246 4.0228 3.4610
C 2.7124 0.9771 -1.8294
C 2.2762 0.3842 -0.4968
C -2.1359 4.5237 -2.0812
C 1.4968 -3.1992 0.8801
C 7.0239 1.4444 -3.5307
C -1.5975 7.6406 -1.9595
C -3.2118 -1.5283 -8.3009
C 4.7299 0.9423 2.6510
C 6.9492 1.0375 1.4589
C -1.8229 -0.8150 -8.3835
C -1.8596 9.7909 -3.3988
C 5.2761 -4.5480 -4.9321
C -3.9051 7.7781 2.3917
C -3.7810 4.7252 4.3244
C 0.4927 -0.1687 2.8503
C -2.3565 -0.0344 -0.6509
C -3.4938 -4.9876 8.0862
C -1.0057 -0.0472 -4.8265
C -6.8835 2.9988 0.5791
C 0.1372 -3.7068 5.8391
C 2.6736 -0.0219 -2.9932
C -8.8633 1.1543 1.8126
C -2.1775 -2.2994 6.5813
C -4.0371 6.2212 0.3333
C 4.1062 -1.5528 -6.2398
C -10.9893 0.9970 0.6602
C 2.5876 -0.4509 -8.0416
H 2.6149 -2.4831 4.8001
H 2.9620 -4.0531 2.1800
H 0.1961 -2.8575 5.1584
H 6.2429 0.7878 -3.9141
H 6.8977 -3.6915 -5.9294
H -2.0384 2.3649 -3.9915
H 11.3778 -3.9495 2.7882
H 0.8101 4.5051 4.0015
H -4.6078 0.3049 -3.7971
H -3.5015 -7.1781 10.9268
H -5.9565 4.3577 4.4634
H 2.2705 1.1089 0.3173
H -11.4392 0.6867 1.6033
H 3.1024 -3.4876 7.7501
H 2.3148 -4.7963 -3.6520
H -5.9053 -1.7309 -3.7362
H -1.5300 -0.8498 2.5034
H 1.0014 -2.8302 1.7783
H -9.2681 2.1319 2.0745
H -5.6100 2.4180 -3.3297
H 1.0472 -4.1839 0.7522
H 5.3579 -3.9789 -2.8914
H -3.5403 3.5516 -5.1078
H 5.3094 -4.8248 -0.4964
H -1.9923 0.2447 -8.5740
H -1.8277 9.2108 -4.3210
H -5.0725 3.9976 -3.7000
H 9.9863 1.1945 1.1868
H -6.3908 0.0617 0.0318
H -2.8007 -5.4362 4.7460
H 7.4502 -2.0364 1.0412
H -7.4023 -1.7414 1.7201
H 4.3322 0.5102 4.7984
H 2.5631 4.4862 3.7652
H 4.1082 -2.1988 5.6382
H -2.1888 3.5672 -6.3258
H 0.3528 -4.6281 5.2979
H 3.4210 -1.5831 -1.6943
H 8.6848 -5.4544 -4.6974
H -2.4688 -6.0092 2.2628
H 3.3018 -2.4338 1.6072
H -2.6839 7.6920 -1.8877
H 13.2431 -0.7725 -1.1535
H -5.0276 7.9617 0.5255
H -6.4966 -1.5469 -5.2991
H 9.1620 -1.9640 0.5892
H 5.8757 1.2343 4.4907
H -3.2467 8.2742 0.4492
H -3.5230 0.0542 5.3914
H -4.7148 2.2133 4.6150
H -2.9136 9.9772 -3.1925
H 2.1680 -1.6140 -5.2363
H -0.0696 -5.3052 -3.7572
H 5.0749 -2.0525 -6.2317
H 2.4819 -4.1770 -2.0178
H -0.8568 -4.4405 3.5402
H -2.8810 0.2030 6.9776
H -1.0336 -4.4461 0.6506
H -3.6047 -3.8863 4.7666
H 5.7016 -0.3581 4.0403
H 1.6405 3.0308 3.9125
H 4.7001 -0.8367 -8.2414
H -4.1463 -4.9976 7.2132
H -2.9462 4.7228 3.6235
H 0.5204 -0.9970 3.5583
H -0.8380 1.5620 5.7724
H -4.9426 5.7231 0.6799
H -3.1786 4.4791 0.9742
H -5.3112 0.5605 -5.4521
H 1.4758 -0.3131 2.4021
H 12.7612 0.1400 -2.6047
H 3.7487 1.3124 -1.7890
H 1.6502 -0.3751 -3.1201
H 6.7441 -5.4104 -6.2004
H 2.7099 -3.1567 -5.8280
H -1.8340 -6.0516 7.4045
H 12.4295 0.9921 0.2802
H 4.9527 -5.5237 -4.5697
H -11.0215 2.0810 0.7704
H -5.0137 4.0825 -1.1924
H -3.6916 -4.0587 8.6210
H 6.6570 2.3932 -3.9223
H 0.3947 0.8091 3.3216
H 2.4955 -1.5934 6.2450
H -7.4431 2.5279 3.9223
H -3.5407 4.2095 5.2542
H -0.0470 0.7739 -6.5827
H 9.4953 1.8771 -0.2442
H -2.3555 -4.5853 -3.7986
H -1.9872 -1.5988 4.6028
H -6.8041 3.6257 -3.6750
H -0.2917 -1.1177 1.1698
H 4.6951 -4.3358 -5.8296
H 7.4419 0.9519 2.4274
H -2.6974 3.6205 -1.8422
H 2.3955 4.5744 1.7220
H -6.5773 -3.2284 -0.0710
H 10.6890 -3.4146 1.2716
H 0.2513 6.7843 -1.1430
H -2.5072 -5.8310 10.6467
H -7.3977 2.2301 -1.4821
H -9.0183 0.8475 -0.3746
H 9.0937 1.9338 -3.8749
H -1.4018 -4.7927 8.5288
H 4.6604 -0.8388 -2.6223
H -4.1531 8.7999 2.6791
H 7.9622 -4.4055 -3.5213
H 11.5364 -2.2269 2.3609
H 0.6601 4.2425 -0.6864
H -5.7171 1.8562 -0.8006
H -4.1548 -5.6464 11.1740
H 8.9378 -3.4725 3.0291
H -3.6970 -4.8134 2.2207
H -0.4548 3.1690 0.0722
H 5.1378 0.6644 0.5109
H -0.4630 -4.7444 -2.1403
H 1.6929 -0.9491 -7.6682
H -6.6099 4.5796 -1.5229
H 3.7228 0.5769 2.4503
H -11.5122 0.9822 -1.4291
H -1.7117 1.2071 -6.4508
H -4.2388 -0.8495 -5.1090
H -11.7730 -0.5962 -0.6175
H -4.1454 6.3431 -0.7444
H -1.3511 10.7018 -3.7148
H -0.5205 -1.0219 -4.7749
H -2.1890 -3.1754 -2.7598
H -3.2175 -2.4172 6.8857
H 6.5734 -0.6575 -1.5650
H 9.7024 -0.5277 2.6876
H -2.9656 7.4787 2.8563
H -5.3380 -2.0515 -0.6528
H 2.2732 -0.2377 -9.0633
H -2.3651 -3.3950 0.6822
H -8.8925 0.2536 -3.1223
H -0.7782 -1.0548 5.7881
H -5.2324 0.4750 1.2827
H -3.5727 -7.0460 8.4910
H 2.9674 -0.2742 0.0293
H 14.0091 0.8250 -1.6219
H 9.7985 -2.5430 4.1906
H 2.8688 0.4519 -3.9552
H 5.5111 -0.6390 1.6697
H -1.6540 -3.0497 -4.3561
H 6.9657 2.1073 1.2506
H 8.1894 -1.1996 3.3817
H -1.6984 -1.9993 7.5133
H 3.7338 -2.2693 -8.2912
H -0.5893 2.9030 -4.8438
H -0.8537 7.3351 0.1616
H -0.5683 0.6542 -4.1159
H -2.4617 4.9116 -5.2393
H -4.7794 -3.5401 -0.1611
H 11.8310 1.9303 -0.9786
H 7.7481 2.1841 -1.6681
H 0.6520 -2.8389 -4.0655
H 0.8186 -2.8798 7.7332
H 0.4506 5.6978 1.5419
H -4.6869 7.1477 2.8152
H -4.4130 -1.8744 1.6745
H -0.5457 4.4549 2.1994
H -2.5322 -4.9666 -0.0828
H -7.7549 3.6533 0.5580
H 1.2780 -0.0522 -0.5322
H -3.9765 5.7645 4.5888
H 1.5585 2.9731 1.5705
H 1.5125 -2.5654 -0.0065
H 0.9239 -4.6892 7.6056
H -1.2598 9.7266 -1.3770
H -4.4713 2.2667 2.8737
H -1.7959 -3.1045 3.1379
H -0.3846 3.5161 -2.5103
H -5.9998 3.4871 0.9899
H 6.0875 1.8152 -1.6561
H -1.8600 1.2822 4.2953
H 2.6240 0.5595 -7.6344
H -2.0339 -0.0999 -4.4688
H 5.8257 -2.6830 -3.9427
H -2.8637 5.1584 -2.5867
H -2.9912 0.4516 1.3603
H 8.9143 0.2244 -3.8846
H -6.3216 -0.9933 2.8747
H 0.0093 9.0755 -2.2885
H -2.4566 2.1898 5.6104
H -5.0505 -6.2126 8.8289
H -5.5482 -3.1727 2.1560
H 4.3155 -0.5994 -5.7548
H -9.1163 0.6327 2.7356
H 10.4008 -0.2288 -1.4921
H -12.9237 0.6559 -0.3225
H 8.2932 1.0393 -5.2339
H 4.6766 2.0289 2.5843
H 10.9135 -0.7164 0.0654
H -5.4886 4.6196 2.8601
H 8.2482 -0.3767 -2.1071
H -0.4449 5.0345 -3.3666
H -2.3824 5.7934 1.7352
H -1.4321 7.1685 -2.9280
H 2.9986 -4.4833 6.3276
H -6.6587 0.9197 3.8701
H -9.4676 -0.5082 0.5212
H 7.1809 -5.9911 -3.8291
H 1.9374 1.6959 -2.0955
H 0.5860 -2.6478 -2.3249

(2)
Density functional theory data (the ωB97M-V functional and the def2-TZVPD basis) for a cluster of 2 separate species, CHN2O2P in total.

Values from the calculation:
Energy relative to the best compared isomer or geometry (same formula, charge and spin) in kcal per mole: 40.4
Orbital gap (spin up / spin down) in eV: 8.80 / 6.90

Atoms and positions in Å:
P 0.0432 0.5823 0.8121
O -2.5171 2.2334 -2.0321
O -0.6579 1.2161 -1.5093
N -1.5021 1.6736 -2.2448
N 2.5985 1.7209 -0.0421
C 1.5259 1.3202 0.1979
H 0.6163 -0.8307 0.5481

(3)
Density functional theory data (the ωB97M-V functional and the def2-TZVPD basis) for an isolated molecule of C18H32N2O6.

Values from the calculation:
SMILES: CCOC(=O)CNC(=O)[C@@H]1CCCN(C(=O)[C@@H](O)[C@@H](OC)C(C)C)CC1
Energy relative to the best compared isomer or geometry (same formula, charge and spin) in kcal per mole: 9.1
Orbital gap in eV: 9.62

Atoms and positions in Å:
O -3.1673 9.1900 1.3820
O 3.4160 -0.7290 -1.0454
O -0.4700 5.1418 0.1519
O 1.4294 -1.5936 1.0701
O -0.8992 -0.3414 0.7285
O -3.6324 7.4810 2.7425
N -1.6616 5.9844 1.8691
N -0.0193 1.5348 -0.1655
C -4.8062 8.1474 3.2106
C 2.0121 -0.5693 -1.0220
C -1.1521 3.6001 1.8612
C -2.9102 8.1079 1.8198
C 0.2130 3.0791 2.3327
C 2.0088 -3.0900 -1.4256
C 0.0765 0.2807 0.3483
C -1.0571 4.9732 1.2131
C 1.0681 2.5030 -0.0764
C 4.1364 0.4590 -0.8641
C 1.3750 3.0187 1.3327
C -1.3358 2.1399 -0.3014
C 1.4716 -0.3645 0.3910
C -5.4746 7.2498 4.2291
C 1.4221 -1.5036 -3.2777
C -1.6838 7.3419 1.3768
C 1.3790 -1.7416 -1.7695
C -1.9621 2.6179 1.0024
H -2.0055 1.3863 -0.7242
H -4.5349 9.1064 3.6541
H 1.4974 -3.8964 -1.9539
H -4.8124 7.0525 5.0724
H -2.1841 1.7400 1.6111
H -1.2769 2.9259 -1.0516
H -5.7560 6.2951 3.7841
H 1.7762 0.3372 -1.5966
H 5.1941 0.2258 -0.9656
H -2.9364 3.0592 0.7711
H 0.9051 -0.5814 -3.5543
H 2.1585 2.3993 1.7786
H 1.9852 2.0436 -0.4600
H -2.1380 5.8002 2.7349
H 2.1401 0.3093 0.9384
H 0.3274 -1.7862 -1.4669
H 3.9811 0.8938 0.1301
H 0.5347 3.6765 3.1901
H 0.0441 2.0826 2.7537
H -5.4743 8.3495 2.3724
H 1.9487 -3.3046 -0.3597
H -1.6641 7.3589 0.2899
H 0.8792 3.3108 -0.7780
H 3.0615 -3.1157 -1.7101
H 2.4530 -1.4315 -3.6320
H 1.8194 4.0110 1.2285
H 1.1234 -1.4344 1.9679
H -0.8079 7.8966 1.7194
H 3.8746 1.2049 -1.6249
H -1.7456 3.7143 2.7765
H -6.3774 7.7243 4.6113
H 0.9413 -2.3230 -3.8125

(4)
Density functional theory data (the ωB97M-V functional and the def2-TZVPD basis) for a structure of composition C18H42NO2P2Si2V.

Values from the calculation:
Energy relative to the best compared isomer or geometry (same formula, charge and spin) in kcal per mole: 107.4
<S²>: 0.806
Orbital gap (spin up / spin down) in eV: 5.51 / 6.01
Charge: +3
2S+1: 2

Atoms and positions in Å:
V -0.2479 0.3037 0.4969
P -2.4026 1.0559 -0.4375
P 1.9536 -0.2354 0.4092
Si -0.9500 -1.7033 3.1525
Si -0.2414 1.5414 2.8244
O 0.3575 2.8976 -2.6047
O 3.7591 2.3982 -3.6231
N -0.3861 -0.8171 -1.3095
C -2.3640 -1.6446 4.3869
C -2.7738 -0.6840 -1.0208
C 1.3796 1.3358 3.7395
C 0.8099 -1.0399 -1.9832
C 2.4173 -1.9000 1.0315
C 0.7304 -1.8222 -3.1721
C -1.4512 2.3586 3.9863
C 0.0903 2.6737 1.3231
C 0.6034 -2.0218 4.1445
C -1.1646 -0.0063 2.3328
C -1.2306 -3.0653 1.8876
C 3.4370 0.7738 0.7149
C -2.8005 1.9958 -1.9569
C -3.9079 1.4410 0.5691
C -1.6181 -2.1523 -2.7949
C -0.4528 -2.4478 -3.5057
C 2.0008 -0.5745 -1.3798
C -1.5766 -1.2122 -1.7542
H 2.0344 -2.6316 0.3015
H -3.8070 1.6929 -2.2960
H 0.6479 -3.1111 4.2964
H 4.1126 2.7891 -2.8211
H -0.4709 -3.1540 -4.3336
H 0.2879 2.4205 0.2338
H 2.2038 1.8347 3.2164
H 3.3528 1.7346 0.1975
H -4.1794 0.6083 1.2398
H 3.5172 -1.9474 1.0505
H -2.1716 -0.8922 5.1646
H 1.2663 1.8257 4.7130
H -3.3126 -1.4053 3.8901
H -1.1688 3.4087 4.1186
H -1.4381 1.8736 4.9742
H 1.6812 0.3057 3.9328
H -2.0350 1.8242 -2.7275
H -2.8180 3.0717 -1.7306
H 1.6719 -1.9782 -3.7029
H -2.5621 -2.6170 -3.0116
H 0.5105 -1.5570 5.1362
H 2.9047 -0.5565 -1.9521
H 1.0213 3.1594 1.6075
H -2.4418 -2.6308 4.8603
H -0.1115 1.1003 -0.5828
H -1.1040 -4.0320 2.4028
H -2.2570 -3.0224 1.4941
H -3.7217 2.3340 1.1881
H 4.1874 2.8494 -4.2967
H 1.5534 -1.7024 3.7038
H 0.9051 2.1368 -2.3472
H -2.4809 2.3215 3.6129
H -3.6446 -0.6268 -1.6637
H -0.5282 -3.0356 1.0416
H 3.5350 0.9443 1.7920
H -3.0321 -1.2865 -0.1504
H -2.2483 0.1646 2.1050
H 1.9890 -2.1125 2.0210
H -4.7636 1.6592 -0.0977
H 0.4001 3.4281 -1.7588
H 4.3144 0.2331 0.3338
H -0.7430 3.3915 1.2467

Copy entry 2 word for word.
Density functional theory data (the ωB97M-V functional and the def2-TZVPD basis) for a cluster of 2 separate species, CHN2O2P in total.

Values from the calculation:
Energy relative to the best compared isomer or geometry (same formula, charge and spin) in kcal per mole: 40.4
Orbital gap (spin up / spin down) in eV: 8.80 / 6.90

Atoms and positions in Å:
P 0.0432 0.5823 0.8121
O -2.5171 2.2334 -2.0321
O -0.6579 1.2161 -1.5093
N -1.5021 1.6736 -2.2448
N 2.5985 1.7209 -0.0421
C 1.5259 1.3202 0.1979
H 0.6163 -0.8307 0.5481